ORCA calculation (ωB97M-V/def2-TZVPD) on a molecular structure, C53H41N5O5S3SbSe4Tc in a non-equilibrium geometry.

Each line ends with the Mulliken charge.
CARTESIAN COORDINATES (ANGSTROEM)
Tc (0.72, -0.18, -0.57)  -0.215
N (2.53, -0.86, -0.94)  1.149
S (3.89, -0.35, -0.54)  1.647
N (4.41, -1.20, 0.71)  -0.702
S (3.72, -2.51, 1.22)  1.983
N (2.53, -3.14, 0.48)  -0.006
S (1.26, -3.14, -0.46)  1.964
N (0.20, -2.00, -0.66)  -0.436
C (1.88, -3.45, -2.09)  0.485
C (3.17, -3.93, -2.28)  -0.141
C (3.63, -4.13, -3.57)  -0.791
C (2.81, -3.84, -4.65)  -0.806
C (1.53, -3.35, -4.45)  -0.849
C (1.04, -3.17, -3.16)  -0.517
C (0.44, -4.62, 0.04)  0.551
C (-0.95, -4.64, 0.07)  -0.662
C (-1.58, -5.79, 0.51)  -0.885
C (-0.83, -6.91, 0.85)  -0.760
C (0.56, -6.89, 0.75)  -0.827
C (1.21, -5.73, 0.36)  -0.417
C (3.40, -2.27, 2.92)  0.602
C (2.33, -2.90, 3.54)  0.017
C (2.11, -2.65, 4.88)  -0.863
C (2.96, -1.80, 5.58)  -0.702
C (4.05, -1.21, 4.96)  -0.941
C (4.28, -1.44, 3.61)  -0.902
C (4.95, -3.77, 1.11)  0.359
C (6.02, -3.60, 0.25)  -0.311
C (6.93, -4.64, 0.13)  -0.845
C (6.76, -5.81, 0.87)  -0.664
C (5.69, -5.94, 1.74)  -0.829
C (4.77, -4.92, 1.87)  -0.900
C (4.23, 1.34, -0.14)  0.041
C (4.12, 2.26, -1.18)  -0.432
C (4.34, 3.59, -0.89)  -0.879
C (4.69, 3.98, 0.40)  -0.667
C (4.84, 3.04, 1.41)  -0.821
C (4.60, 1.70, 1.14)  0.092
C (5.08, -0.59, -1.83)  0.207
C (4.67, -0.81, -3.13)  0.441
C (5.62, -0.80, -4.14)  -0.931
C (6.95, -0.56, -3.84)  -0.779
C (7.36, -0.36, -2.52)  -0.951
C (6.42, -0.36, -1.51)  -0.717
H (3.81, -4.13, -1.42)  0.407
H (4.63, -4.53, -3.72)  0.512
H (3.18, -3.99, -5.66)  0.460
H (0.89, -3.11, -5.29)  0.484
H (0.02, -2.84, -3.02)  0.449
H (-1.52, -3.77, -0.23)  0.502
H (-2.66, -5.82, 0.57)  0.504
H (-1.32, -7.81, 1.20)  0.435
H (1.14, -7.77, 0.98)  0.490
H (2.29, -5.69, 0.29)  0.436
H (1.67, -3.55, 2.98)  0.371
H (1.27, -3.11, 5.38)  0.516
H (2.77, -1.60, 6.63)  0.461
H (4.73, -0.58, 5.52)  0.505
H (5.12, -0.99, 3.11)  0.487
H (6.14, -2.69, -0.32)  0.415
H (7.79, -4.53, -0.53)  0.507
H (7.48, -6.61, 0.77)  0.439
H (5.58, -6.84, 2.33)  0.481
H (3.92, -5.01, 2.54)  0.518
H (3.83, 1.96, -2.18)  0.455
H (4.23, 4.33, -1.67)  0.499
H (4.84, 5.03, 0.62)  0.465
H (5.13, 3.34, 2.40)  0.497
H (4.67, 0.95, 1.92)  0.320
H (3.62, -0.97, -3.36)  -0.085
H (5.31, -0.96, -5.16)  0.545
H (7.68, -0.52, -4.64)  0.477
H (8.40, -0.17, -2.29)  0.532
H (6.71, -0.19, -0.47)  0.451
O (0.07, -2.21, 2.04)  -0.392
C (-0.50, -1.38, 1.38)  0.716
O (-0.06, -0.11, 1.20)  -0.610
C (-1.98, -1.48, 1.05)  0.671
C (-2.88, -1.84, 2.06)  -0.940
C (-4.21, -1.89, 1.75)  -0.986
C (-4.66, -1.63, 0.44)  1.291
C (-6.01, -1.76, 0.04)  -0.873
C (-6.38, -1.46, -1.24)  -0.674
C (-5.42, -1.00, -2.18)  -0.884
C (-4.11, -0.87, -1.83)  -0.006
C (-3.70, -1.20, -0.52)  0.470
N (-2.38, -1.13, -0.17)  0.368
H (-2.50, -2.05, 3.05)  0.636
H (-4.94, -2.15, 2.52)  0.501
H (-6.74, -2.11, 0.76)  0.459
H (-7.41, -1.58, -1.54)  0.416
H (-5.73, -0.77, -3.19)  0.475
H (-3.38, -0.51, -2.54)  -0.381
Se (-1.23, 3.28, -4.19)  -0.413
Sb (-1.01, 0.98, -3.76)  0.695
Se (1.24, 0.34, -2.75)  -0.186
Se (-1.33, 0.58, -1.14)  -0.024
Se (-1.91, -0.81, -5.02)  -0.462
O (1.42, 4.44, 2.98)  -0.668
C (1.06, 4.68, 1.72)  0.407
C (0.79, 6.00, 1.34)  -0.779
C (0.42, 6.29, 0.05)  -0.501
C (0.32, 5.28, -0.92)  -1.246
C (0.61, 3.99, -0.57)  0.147
C (0.99, 3.66, 0.74)  0.076
C (1.40, 2.30, 1.10)  0.996
O (1.66, 1.92, 2.23)  -0.953
O (1.57, 1.47, 0.06)  1.034
H (1.54, 3.48, 3.10)  0.351
H (0.87, 6.76, 2.10)  0.494
H (0.21, 7.31, -0.22)  0.419
H (0.01, 5.51, -1.93)  0.440
H (0.58, 3.21, -1.32)  -0.008

Energy relative to the best compared isomer or geometry (same formula, charge and spin): 0.0 kcal/mol
LUMO level (spin up / spin down): -6.88 / -6.88 eV
Total charge: +2
Calculated total energy: -375920.7071 eV

---

ORCA calculation (ωB97M-V/def2-TZVPD) on a molecular structure, C53H43N9O5S2W in a non-equilibrium geometry.

Each line ends with the Mulliken charge.
CARTESIAN COORDINATES (ANGSTROEM)
W (-0.32, -0.09, -0.37)  0.194
C (2.85, -1.88, 4.30)  -1.178
C (1.89, -0.75, 4.18)  1.060
N (1.49, 0.00, 5.15)  -1.016
N (0.65, 0.90, 4.54)  0.282
C (0.50, 0.70, 3.21)  -0.001
S (-0.43, 1.59, 2.18)  -0.454
N (1.34, -0.36, 2.98)  0.428
N (1.50, -0.96, 1.75)  -0.413
H (3.15, -1.97, 5.33)  0.389
H (3.73, -1.69, 3.68)  0.263
H (2.40, -2.81, 3.97)  0.186
H (0.18, 1.62, 5.05)  0.210
H (2.38, -0.69, 1.30)  0.373
H (1.47, -1.97, 1.83)  -0.148
C (3.72, 5.47, -0.65)  -1.053
C (3.98, 4.32, -1.62)  -0.672
N (3.88, 3.01, -0.98)  0.211
C (5.10, 2.33, -0.61)  -0.815
C (5.74, 2.82, 0.69)  -1.034
C (2.63, 2.54, -0.63)  0.244
S (2.51, 1.23, 0.47)  -0.294
N (1.62, 3.21, -1.16)  -0.071
C (0.33, 2.86, -1.11)  -1.033
O (-0.06, 1.67, -0.76)  1.304
C (-0.66, 3.81, -1.55)  0.740
C (-2.02, 3.45, -1.62)  0.034
C (-2.97, 4.37, -2.01)  -1.020
C (-2.61, 5.67, -2.34)  -0.469
C (-1.27, 6.03, -2.29)  -0.660
C (-0.31, 5.12, -1.90)  -0.366
H (3.81, 6.43, -1.16)  0.344
H (4.44, 5.45, 0.18)  0.350
H (2.72, 5.38, -0.24)  0.219
H (4.99, 4.39, -2.04)  0.440
H (3.26, 4.36, -2.43)  0.365
H (5.80, 2.43, -1.44)  0.438
H (4.86, 1.27, -0.50)  0.294
H (6.06, 3.86, 0.59)  0.291
H (6.61, 2.21, 0.93)  0.413
H (5.02, 2.74, 1.50)  0.242
H (-2.30, 2.44, -1.36)  0.287
H (-4.01, 4.07, -2.05)  0.491
H (-3.36, 6.39, -2.63)  0.393
H (-0.97, 7.04, -2.55)  0.388
H (0.74, 5.40, -1.85)  0.382
N (-9.96, 2.91, -0.78)  -0.590
C (-8.88, 2.51, -0.68)  0.083
C (-7.56, 2.02, -0.56)  0.510
C (-7.24, 0.72, -0.99)  -0.679
C (-5.96, 0.24, -0.88)  -0.549
C (-4.94, 1.05, -0.34)  0.177
C (-5.26, 2.34, 0.09)  -0.401
C (-6.55, 2.82, -0.01)  -0.745
C (-3.60, 0.59, -0.27)  0.083
C (-2.42, 0.29, -0.23)  -0.182
H (-8.03, 0.11, -1.41)  0.429
H (-5.71, -0.75, -1.22)  0.512
H (-4.47, 2.96, 0.50)  0.565
H (-6.80, 3.82, 0.34)  0.425
N (-1.26, -1.18, -7.82)  -0.675
C (-1.16, -1.01, -6.68)  -0.094
C (-1.04, -0.79, -5.28)  0.689
C (-1.76, -1.55, -4.36)  -1.048
C (-1.60, -1.33, -3.01)  -0.049
C (-0.74, -0.35, -2.50)  -0.148
C (-0.04, 0.41, -3.45)  0.216
C (-0.17, 0.20, -4.81)  -1.165
H (-2.42, -2.33, -4.72)  0.445
H (-2.16, -1.95, -2.31)  0.467
H (0.66, 1.17, -3.11)  0.317
H (0.39, 0.80, -5.51)  0.446
O (-1.34, -1.30, 1.87)  -0.781
C (-1.53, -2.24, 1.08)  0.602
O (-1.14, -2.13, -0.13)  -0.563
C (-2.22, -3.49, 1.49)  0.041
C (-2.84, -3.58, 2.73)  -0.547
C (-3.51, -4.74, 3.09)  -0.677
C (-3.58, -5.80, 2.22)  -0.353
C (-2.95, -5.72, 0.98)  -0.695
C (-2.27, -4.56, 0.61)  0.145
N (-3.02, -6.84, 0.08)  1.086
O (-3.66, -7.82, 0.43)  -0.680
O (-2.46, -6.76, -0.99)  -0.602
H (-2.79, -2.73, 3.40)  0.498
H (-4.00, -4.81, 4.06)  0.388
H (-4.11, -6.71, 2.46)  0.502
H (-1.78, -4.50, -0.35)  0.839
C (1.23, -1.33, -0.96)  0.232
C (1.88, -2.35, -1.19)  0.578
C (2.71, -3.45, -1.43)  -1.163
C (2.84, -4.41, -0.36)  0.148
C (1.88, -4.47, 0.67)  0.239
C (2.00, -5.34, 1.74)  -0.371
C (3.07, -6.22, 1.82)  -0.798
C (4.05, -6.17, 0.83)  -0.560
C (3.95, -5.27, -0.22)  -0.553
C (3.37, -3.52, -2.72)  0.043
C (3.55, -2.36, -3.50)  -0.433
C (4.15, -2.40, -4.74)  -0.592
C (4.62, -3.60, -5.27)  -0.435
C (4.43, -4.77, -4.54)  -0.644
C (3.80, -4.74, -3.30)  -0.349
H (1.01, -3.82, 0.59)  0.145
H (1.23, -5.35, 2.51)  0.488
H (3.16, -6.93, 2.64)  0.349
H (4.91, -6.83, 0.89)  0.360
H (4.77, -5.20, -0.92)  0.568
H (3.20, -1.42, -3.10)  0.363
H (4.26, -1.49, -5.32)  0.368
H (5.11, -3.63, -6.24)  0.347
H (4.76, -5.72, -4.94)  0.342
H (3.60, -5.67, -2.79)  0.523

Energy relative to the best compared isomer or geometry (same formula, charge and spin): 58.2 kcal/mol
LUMO level (spin up / spin down): 3.08 / 3.08 eV
Total charge: -2
Calculated total energy: -102799.0940 eV
2S+1: 3

---

Q: Which of these has the lowest calculated total energy?
A: C53H41N5O5S3SbSe4Tc